12
Properties=species:S:1:pos:R:3 method="wB97M-V/def2-TZVPD" e_tot_ev=-26821.220 de_lowest_ev=0.594 max_force_ev_per_a=1.9 smiles="[H]/N=C(/NS)SC" lumo_energy_ev=0.65 gap_ev=9.70
H 0.649 -1.260 -2.620
N 1.229 -0.685 -1.974
C 0.530 -0.242 -1.025
N 1.206 0.451 0.006
S 0.674 2.113 0.221
S -1.241 -0.389 -0.844
C -1.417 -0.590 0.934
H 2.179 0.470 -0.201
H 0.534 2.101 1.559
H -1.342 0.366 1.517
H -0.639 -1.282 1.332
H -2.362 -1.054 1.095